# 1
This record from the OMol25 dataset describes the ion C4H11N2 with charge +1 in a non-equilibrium geometry. The level of theory is ωB97M-V with the def2-TZVPD basis set.

Structure (XYZ):
```
17
Properties=species:S:1:pos:R:3:forces:R:3:mulliken_charge:R:1
N -0.97224 -0.27799 -0.04197 -1.596 0.832 -1.177 -0.226
N 1.33016 0.21204 -0.58750 2.921 -4.703 0.334 -0.268
C -0.29190 -1.22607 0.74670 0.831 0.408 0.242 -0.502
C 0.38852 1.38512 1.36270 -1.434 -2.400 1.271 -1.354
C 0.24217 0.18291 0.41500 -1.162 0.591 1.089 0.383
C -1.47206 -0.47118 -1.43133 2.023 -1.191 1.273 -0.696
H 1.30805 1.14191 -0.87733 0.823 1.952 -1.295 0.344
H -2.11300 0.36823 -1.63266 0.277 0.420 -0.873 0.300
H 2.22565 -0.07474 -0.04341 -1.425 1.334 -1.192 0.418
H -0.82373 -1.55990 1.70217 1.386 0.380 -1.362 0.284
H 0.09362 2.38916 1.09747 -0.135 0.046 -0.764 0.360
H 1.35564 -0.52298 -1.39912 -0.725 1.890 1.563 0.408
H 1.37944 1.37878 1.78925 0.328 0.122 0.314 0.394
H -0.33717 1.00465 2.14394 0.917 1.054 -0.360 0.315
H 0.40184 -1.83608 0.14976 -0.650 -1.145 0.721 0.280
H -0.59258 -0.78676 -2.17517 -2.163 0.872 1.123 0.245
H -2.12241 -1.30707 -1.21848 -0.215 -0.462 -0.907 0.315
```
Positions in Å, forces in eV/Å.

Properties
Highest occupied orbital energy, eV: -13.8674
Orbital gap, Eh: 0.37004
M, g mol⁻¹: 87.15
E_LUMO, eV: -3.80
SMILES: CN1C[C@@]1(C)[NH3+]
ΔE to the lowest compared entry with this formula, charge and spin, kJ/mol: 354.5
Total charge: +1

# 2
This record from the OMol25 dataset describes a structure of composition C13H24Cl2HfO3 in a non-equilibrium geometry. The level of theory is ωB97M-V with the def2-TZVPD basis set.

Structure (XYZ):
```
43
Properties=species:S:1:pos:R:3:forces:R:3:mulliken_charge:R:1
Hf 0.19499 0.03772 1.13811 0.088 1.249 -1.467 1.059
Cl 2.11458 -1.09319 0.42760 1.069 -0.989 0.007 -0.504
Cl 2.13012 2.23296 -0.13553 1.126 -0.446 3.448 -0.689
O 0.40239 0.46060 3.02678 -0.120 -0.335 0.692 -0.350
O -1.05742 -1.45914 1.12186 -0.610 -1.452 0.644 -0.641
O -0.81592 1.35466 0.15112 -0.755 -0.081 0.849 -0.503
C -1.02456 -0.69406 -2.61074 0.643 -0.110 -0.043 0.554
C -2.24081 -1.50319 -2.36092 -0.158 -0.135 -0.212 -1.687
C 2.63287 -0.05330 -2.85660 0.844 0.278 0.087 -1.298
C 1.17411 -0.06080 -2.82434 -2.221 1.048 0.709 0.504
C 1.17550 -0.81252 4.92319 -0.050 -0.396 0.152 -1.306
C 0.31397 -1.17926 -2.70105 -0.693 1.474 0.455 0.694
C 0.38632 0.38363 4.43055 0.149 0.625 -1.216 0.708
C -2.17726 1.59746 -2.82001 -0.672 0.420 -0.146 -1.495
C 0.73476 -2.57083 -2.50757 0.177 -0.426 -0.447 -1.639
C 0.35548 1.12419 -2.75791 -0.783 -1.510 -0.922 0.469
C 0.82254 2.51985 -2.64573 1.207 -0.149 1.011 -1.084
C -1.04253 0.45821 4.92358 -0.336 -0.223 0.106 -1.300
C -1.00770 0.70510 -2.71250 1.636 -0.067 -0.045 -0.018
H -0.01966 -3.13430 -1.95746 0.074 -0.185 0.182 0.318
H 0.85035 -3.04531 -3.48172 0.123 -0.608 -0.270 0.248
H 0.88206 1.28370 4.74976 0.450 0.569 0.535 0.213
H -1.95660 2.61360 -2.42088 -0.315 -0.549 -0.086 0.302
H 2.97301 0.39711 -3.79584 0.417 -0.153 -0.174 0.314
H -1.06213 0.41237 6.01216 -0.095 -0.196 0.183 0.417
H -1.19694 -2.41096 1.30022 0.332 1.286 -0.340 0.190
H -2.95387 -0.94714 -1.73275 0.027 -0.231 -0.070 0.313
H -2.73943 -1.75375 -3.31036 -0.336 -0.217 0.099 0.217
H -3.06667 1.16469 -2.31609 0.278 0.367 0.001 0.326
H 0.64241 -1.72746 4.62146 0.319 0.096 0.114 0.257
H -1.98496 -2.44230 -1.85381 -0.195 0.035 -0.002 0.350
H 1.70004 -2.63739 -2.00409 -0.004 -0.136 0.203 0.341
H 3.06449 0.54783 -2.04785 -0.041 0.014 -0.005 0.202
H -0.00271 3.20530 -2.40700 0.238 0.099 -0.328 0.369
H 1.42904 2.84200 -3.49824 -0.141 0.398 -0.307 0.270
H -1.62101 -0.36976 4.49224 0.041 0.124 0.181 0.245
H -1.28866 2.18086 0.16324 0.158 0.096 -0.236 0.195
H 1.52905 2.49719 -1.69124 -1.735 0.720 -3.030 -0.099
H 2.20021 -0.82704 4.53278 -0.369 0.056 -0.296 0.319
H 3.03193 -1.05942 -2.74277 0.232 -0.182 -0.211 0.342
H 1.29574 -0.79587 6.01235 -0.305 -0.030 0.021 0.400
H -1.53158 1.40069 4.64593 0.266 -0.206 -0.180 0.291
H -2.48845 1.74495 -3.88274 0.043 0.058 0.352 0.184
```
Positions in Å, forces in eV/Å.

Properties
Highest occupied orbital energy, eV: 1.4422
Orbital gap, Eh: 0.12066
M, g mol⁻¹: 477.73
E_LUMO, eV: 4.73
Total charge: -2

# 3
This record from the OMol25 dataset describes a structure of composition C50H43N4O4SeW in a non-equilibrium geometry. The level of theory is ωB97M-V with the def2-TZVPD basis set.

Structure (XYZ):
```
103
Properties=species:S:1:pos:R:3:forces:R:3:mulliken_charge:R:1
W 0.55906 -0.03672 0.33804 1.238 0.254 -0.700 0.084
Se 2.34853 1.41615 1.26794 -0.165 0.484 -0.024 -0.060
O 4.28107 -1.70966 -5.64581 0.045 0.023 -0.007 -0.493
O -0.63263 -1.12610 1.19668 -0.491 -0.238 0.465 0.509
O 0.10489 1.14487 -0.89145 -0.611 -0.142 0.052 2.809
O -0.88183 -3.85532 -5.49839 -0.059 -0.047 0.007 -0.497
N -0.06604 -1.62850 -1.19271 -0.017 0.213 0.242 0.178
N 2.24520 -0.38514 -1.35262 0.005 0.153 0.308 0.534
N -0.62449 1.45051 1.63763 0.038 -0.017 -0.072 0.622
N 6.14133 0.16580 4.18172 -0.046 0.144 -0.121 -0.472
C -0.41935 -4.83150 4.19059 -0.004 -0.012 -0.009 -0.938
C -0.72576 2.76365 1.26753 -0.124 -0.093 0.039 0.620
C 1.65159 -0.43706 3.74590 0.136 0.099 -0.029 -1.090
C 2.73345 -1.29726 -3.51486 0.015 -0.041 -0.058 -0.705
C 0.18524 2.58144 -4.94618 0.015 0.015 0.013 -1.137
C 0.60280 -1.79557 -2.34622 0.015 -0.056 -0.045 0.235
C -0.38680 -1.37043 2.62148 0.074 -0.183 0.076 1.760
C -2.83033 3.31312 -1.76120 -0.037 0.024 0.000 -0.562
C -2.71863 1.05666 -0.95790 -0.029 -0.096 0.005 -0.048
C 1.23564 3.49105 -4.99609 -0.014 -0.014 -0.004 -0.558
C -1.80589 -3.02598 -2.05455 -0.033 0.022 0.124 -1.314
C -0.00371 -3.55763 3.82363 0.016 -0.031 -0.026 -0.231
C -4.21298 3.23185 -1.79735 0.008 -0.014 -0.005 -0.961
C -1.27344 -0.36051 3.29175 -0.051 0.072 0.000 -1.505
C 3.06819 -0.02386 3.80943 0.148 -0.103 0.025 -0.877
C 4.86194 -0.78618 -4.76103 -0.126 -0.042 0.018 -0.586
C -0.57751 2.44064 -1.24729 0.078 -0.120 -0.286 2.855
C -1.72626 2.00403 3.68768 -0.026 -0.026 0.060 -1.271
C -1.98211 -3.30817 2.47865 -0.049 0.003 0.063 -0.389
C -1.30878 3.69948 2.09567 -0.032 0.050 0.001 -0.856
C -4.10568 0.97050 -1.00366 -0.003 0.057 -0.025 -1.029
C -1.69952 -4.01296 -4.36766 0.108 0.061 0.009 -0.588
C -0.78305 -2.79082 2.96591 -0.020 -0.005 -0.088 0.079
C -1.25518 -2.25302 -1.06175 -0.004 -0.104 -0.195 -0.651
C 1.91079 -1.13944 -2.41583 -0.042 0.038 -0.069 0.443
C 1.84592 -1.78558 1.61792 -0.319 -0.285 0.106 0.065
C 4.29012 0.15504 -2.49264 -0.006 0.075 0.129 -1.511
C -1.60609 -5.34693 3.69385 0.016 0.012 -0.001 -0.723
C 3.60855 0.53148 2.44852 -0.039 -0.068 -0.087 1.640
C -0.19343 3.27547 -0.04644 0.113 0.096 0.099 -1.897
C 4.73384 1.51158 2.63336 0.050 -0.151 0.098 -0.970
C -1.12939 -3.18116 -3.25714 -0.054 -0.074 -0.090 -0.098
C 3.42753 0.25029 -1.42317 0.111 -0.185 -0.135 -0.455
C 3.95272 -0.64218 -3.57515 0.103 0.001 -0.104 -0.222
C -2.38990 -4.58233 2.83750 0.018 0.021 -0.005 -1.128
C 1.69601 4.08248 -3.82956 -0.021 -0.006 0.005 -1.174
C 5.81069 1.28631 3.38671 0.068 -0.132 0.144 -0.739
C 4.11007 -1.17852 3.60858 -0.062 0.131 0.003 -0.040
C -2.07247 2.22357 -1.33323 -0.012 0.068 0.029 -0.492
C -1.79913 3.33188 3.33387 -0.032 0.065 0.028 -1.064
C 4.14069 -0.87901 2.06044 0.093 0.027 0.139 -0.422
C 1.11394 3.76290 -2.60957 -0.021 0.002 -0.012 -0.331
C 0.09940 -2.55071 -3.38665 -0.025 -0.042 -0.059 -0.953
C -1.15689 1.07556 2.83195 0.032 0.072 -0.058 0.562
C -4.85569 2.05938 -1.41764 0.019 -0.004 0.005 -0.712
C 5.42999 -0.87553 4.28010 -0.015 0.022 -0.010 -0.652
C 0.05411 2.86107 -2.55439 0.078 -0.028 -0.001 -0.580
C -0.40585 2.27251 -3.73268 -0.001 -0.010 0.001 -0.351
C 1.10690 -1.11533 2.72841 -0.178 -0.301 -0.017 -0.239
C 3.17664 -1.74330 1.37583 0.030 0.156 -0.163 -1.485
H -0.58605 4.27812 -0.20894 0.004 0.024 0.080 0.746
H -1.92505 -6.34054 3.97794 -0.006 0.008 0.003 0.441
H -2.76513 -3.49648 -1.88030 0.013 0.001 -0.010 0.589
H 4.98512 0.20310 -5.21769 0.003 0.018 -0.008 0.347
H 2.44885 -1.93005 -4.34050 0.008 0.027 0.008 0.820
H 4.67476 2.45965 2.11281 0.004 0.001 -0.002 0.346
H 3.56565 -2.42390 0.62422 -0.011 0.017 -0.005 0.431
H -1.20439 -4.41264 -6.21530 0.023 0.015 0.000 0.333
H -1.37304 4.72452 1.75832 -0.007 -0.011 0.008 0.605
H 0.92571 -3.17057 4.22363 -0.009 0.008 -0.003 0.394
H -2.62203 -2.70618 1.84288 0.010 -0.004 -0.018 0.315
H 5.22092 0.70721 -2.46323 0.000 -0.017 0.004 0.562
H 0.18641 -5.41967 4.86668 -0.003 0.002 -0.007 0.477
H 5.84802 -1.10821 -4.40911 0.010 -0.024 0.011 0.381
H 2.49963 4.80583 -3.86734 -0.008 -0.004 0.002 0.478
H -2.73168 -3.69320 -4.54870 -0.009 0.020 -0.022 0.365
H 3.70609 0.86213 -0.58573 0.030 0.070 0.050 0.685
H 0.89275 3.36543 0.01354 0.010 0.004 -0.051 0.457
H 6.56410 2.06171 3.43095 0.020 -0.003 0.028 0.455
H -1.24350 1.58548 -3.70394 -0.001 0.005 0.010 0.602
H 1.00599 -0.08931 4.54442 0.001 0.031 -0.022 0.625
H -2.33935 4.22447 -2.08444 -0.007 -0.014 0.006 0.488
H 1.30379 -2.60299 1.14862 -0.002 -0.016 0.012 0.953
H -2.13045 1.65845 4.62993 0.010 0.009 -0.004 0.611
H 1.48692 4.25488 -1.72114 -0.004 -0.003 0.005 0.473
H -5.93476 1.99481 -1.45460 0.011 0.006 -0.001 0.453
H -1.77300 -2.12755 -0.13083 -0.037 -0.009 0.044 0.309
H -1.73610 -5.05378 -4.02317 -0.002 -0.016 -0.002 0.375
H -4.78982 4.08263 -2.13457 0.005 -0.006 0.006 0.491
H -2.30228 -0.67629 3.09531 -0.012 0.009 0.039 0.759
H 0.64116 -2.66450 -4.31231 -0.024 -0.004 0.019 0.822
H -2.24353 4.06256 3.99706 0.006 -0.007 -0.008 0.497
H 4.86019 -1.85079 -6.40264 -0.011 0.002 0.004 0.341
H -1.15637 -0.41461 4.37413 0.011 0.046 0.010 0.774
H -2.16296 0.18072 -0.64883 0.024 0.035 0.025 0.717
H 5.12106 -0.88737 1.59210 0.008 -0.004 -0.008 0.732
H 3.76486 -2.17342 3.87892 0.007 0.000 0.006 0.723
H -3.32561 -4.97540 2.46325 0.005 -0.002 -0.001 0.478
H 1.68147 3.75194 -5.94685 -0.004 -0.006 0.005 0.494
H -0.18673 2.13070 -5.85665 0.002 0.005 0.004 0.489
H 5.79893 -1.65814 4.94118 0.016 -0.005 -0.015 0.428
H 3.25954 0.62769 4.65759 0.001 -0.003 0.006 0.678
H -4.59981 0.04981 -0.72082 0.009 0.002 -0.001 0.527
```
Positions in Å, forces in eV/Å.

Properties
Highest occupied orbital energy, eV: -15.9486
Orbital gap, Eh: 0.21340
M, g mol⁻¹: 1026.72
E_LUMO, eV: -10.14
Total charge: +3

# 4
This record from the OMol25 dataset describes a structure of composition H2I3P2 in a non-equilibrium geometry. The level of theory is ωB97M-V with the def2-TZVPD basis set.

Structure (XYZ):
```
7
Properties=species:S:1:pos:R:3:forces:R:3:mulliken_charge:R:1
I 4.53558 0.43589 -1.41378 -0.153 0.172 0.646 0.147
I 2.08980 -3.25874 -0.24803 -0.041 0.244 0.069 0.268
I 4.59799 1.69072 0.97639 -0.106 -0.413 -0.688 0.153
P 1.12222 0.03635 0.33905 -1.819 -0.220 1.625 -0.124
P 1.68664 -1.17547 -1.27577 0.158 0.100 -0.458 0.171
H 0.28608 1.10249 -0.17296 0.551 -0.758 -0.090 0.190
H 0.10196 -0.75366 1.14475 1.410 0.875 -1.103 0.195
```
Positions in Å, forces in eV/Å.

Properties
Highest occupied orbital energy, eV: -13.2899
Orbital gap, Eh: 0.23786
M, g mol⁻¹: 444.68
E_LUMO, eV: -6.82
ΔE to the lowest compared entry with this formula, charge and spin, kJ/mol: 143.8
Total charge: +1